Entry 1:
DFT (ωB97M-V/def2-TZVPD) results for C6H13NO3 in the gas phase.

Computed properties:
HOMO level	-9.97	eV
HOMO-LUMO gap	0.386	Ha
total charge	0
molecular weight	147.2	Da
LUMO level	0.54	eV

Structure (XYZ):
```
23
C6H13NO3, DFT ωB97M-V/def2-TZVPD
C 1.78643 -0.85033 -0.42418
C 0.74110 0.14863 0.08711
C 0.95701 1.49040 -0.61783
C 0.89512 0.31514 1.59876
C -0.67629 -0.38241 -0.26143
N -0.98957 -1.56536 0.51339
O -0.71481 -0.61743 -1.66005
C -1.80723 0.59156 0.11186
O -1.77730 1.51122 0.87699
O -2.93899 0.24422 -0.52962
H 2.77919 -0.42113 -0.31667
H 1.75896 -1.77668 0.14508
H 1.61349 -1.07120 -1.47365
H 1.97188 1.83768 -0.44194
H 0.26829 2.23986 -0.23924
H 0.80653 1.37804 -1.68848
H 1.91657 0.61016 1.82601
H 0.22024 1.07855 1.97044
H 0.67437 -0.61803 2.10867
H -1.89623 -1.93690 0.25112
H -0.29350 -2.28335 0.35407
H -1.63214 -0.75567 -1.92640
H -3.66313 0.83302 -0.26400
```



Entry 2:
DFT (ωB97M-V/def2-TZVPD) results for a molecular structure, C3H8NO3 in a non-equilibrium geometry.

Computed properties:
HOMO level	-2.55	eV
HOMO-LUMO gap	0.251	Ha
total charge	-1
molecular weight	106.1	Da
LUMO level	4.28	eV

Structure (XYZ):
```
15
C3H8NO3, DFT ωB97M-V/def2-TZVPD
C -1.04088 0.16765 1.29041
C 0.34841 -0.30227 0.87595
C 0.43011 -1.16787 -0.36401
N 0.53941 -0.40957 -1.59716
O 1.56057 0.38612 -1.71157
O -0.17376 1.95798 -1.50975
O -0.81734 0.68580 -1.59365
H -0.93419 0.76344 2.31810
H -1.34640 0.79621 0.45308
H -1.79966 -0.65098 1.43156
H 0.58715 -0.80453 1.80003
H 0.97041 0.62063 0.67001
H 1.27929 -1.80646 -0.11268
H -0.44792 -1.89312 -0.45579
H 0.84480 1.65696 -1.49454
```



Entry 3:
DFT (ωB97M-V/def2-TZVPD) results for a gas-phase ion, C7H12N2O2 (charge +2) in a non-equilibrium geometry.

Computed properties:
HOMO level	-18.36	eV
HOMO-LUMO gap	0.328	Ha
total charge	+2
molecular weight	156.2	Da
LUMO level	-9.45	eV

Structure (XYZ):
```
23
C7H12N2O2, DFT ωB97M-V/def2-TZVPD
C 1.66926 2.62624 -0.62501
N 1.21748 1.59140 -0.36031
C 0.88309 0.32228 -0.11403
C -0.31913 -0.21740 0.12721
N -1.63074 0.28878 -0.17674
C -2.46624 -0.81870 -0.82155
C -2.10800 0.93282 1.13594
C 2.13409 -0.65934 0.08132
O 1.80074 -1.77315 0.42084
O 3.18728 0.02116 -0.03215
C 4.53781 -0.45921 0.22418
H 2.29898 3.45754 -0.78316
H -0.29940 -1.18951 0.42598
H -1.75324 1.09494 -0.88895
H -3.49905 -0.52186 -0.71054
H -2.12832 -0.79572 -1.77728
H -2.43923 -1.77977 -0.26021
H -2.72031 0.22307 1.85079
H -1.29546 1.20833 1.74483
H -2.91516 1.73161 0.92819
H 4.51171 -1.39130 0.73782
H 5.04387 0.33378 0.71579
H 4.95347 -0.51021 -0.72570
```



Entry 4:
DFT (ωB97M-V/def2-TZVPD) results for a molecular structure, C5H11BaO3 in a non-equilibrium geometry.

Computed properties:
HOMO level (spin up / spin down)	-4.90 / -6.07	eV
HOMO-LUMO gap (spin up / spin down)	0.169 / 0.204	Ha
total charge	0
spin multiplicity	2
<S²>	0.75
molecular weight	256.5	Da
LUMO level (spin up / spin down)	-0.30 / -0.52	eV

Structure (XYZ):
```
20
C5H11BaO3, DFT ωB97M-V/def2-TZVPD
C -0.53732 1.61660 -0.27514
O -1.04087 0.39832 0.31910
C -0.81310 -0.82074 -0.36562
C 0.65956 -1.16426 -0.43679
O 1.16538 -1.14148 0.89144
C 2.07700 -2.17299 1.23520
H -0.00854 2.40404 0.27596
H 0.01661 1.39319 -1.20571
H -1.22871 -0.75828 -1.38029
H -1.34418 -1.57470 0.23137
H 1.24949 -0.44297 -1.02020
H 0.76912 -2.14648 -0.91722
H 1.64231 -2.74391 2.06376
H 2.25956 -2.84704 0.38777
H 3.03379 -1.72354 1.53209
Ba 0.42585 0.53431 2.53005
O -2.66224 3.07977 0.11438
C -1.90549 2.64708 -0.87066
H -1.33874 3.42101 -1.44958
H -2.41947 2.04206 -1.65993
```



> What is the total charge in the first record?

0